Entry 1:
{
  "formula": "C6H14O",
  "method": "ωB97M-V/def2-TZVPD",
  "smiles": "CC(C)C[C@@H](C)O",
  "relative_energy_kcal_mol": 5.8,
  "homo_lumo_gap_ha": 0.409,
  "elements": ["C", "C", "H", "H", "H", "H", "C", "H", "C", "H", "H", "C", "H", "H", "C", "O", "H", "H", "H", "H", "H"],
  "xyz": [[-1.62534, -0.56153, -1.13296], [0.19115, 0.56489, 0.24456], [1.50859, -2.05565, -0.12571], [3.56799, 0.04510, -0.44898], [-0.86644, -0.98418, -1.80247], [-1.98346, 0.37186, -1.58741], [-2.15607, 0.34148, 1.14896], [-0.80329, -1.26193, 0.72752], [1.44287, -0.17851, -0.21954], [2.62847, 1.50212, -0.86325], [0.03960, 1.42533, -0.42453], [-1.07889, -0.30042, 0.27372], [-2.46845, -1.26196, -1.10674], [0.38171, 0.96948, 1.24777], [2.70895, 0.66182, -0.16502], [1.62312, -1.37169, 0.53862], [-1.79919, 0.48391, 2.17537], [-3.05673, -0.28248, 1.19115], [-2.44833, 1.32358, 0.75454], [2.89444, 1.05511, 0.84057], [1.29930, -0.48635, -1.26620]],
  "atomic_forces_ev_per_a": [[0.01, -0.02, -0.06], [0.01, 0.05, 0.02], [0.10, -0.42, 0.48], [-0.12, 0.14, 0.00], [-0.10, 0.05, 0.11], [0.07, -0.12, 0.07], [-0.03, 0.03, 0.04], [-0.05, 0.16, -0.06], [-0.09, 0.32, -0.38], [0.07, -0.06, 0.13], [-0.01, -0.07, 0.15], [0.03, -0.01, 0.00], [0.13, 0.11, 0.01], [0.00, -0.08, -0.09], [0.00, 0.06, 0.00], [0.01, -0.22, -0.22], [-0.04, -0.01, -0.15], [0.13, 0.09, -0.03], [0.05, -0.13, 0.05], [-0.11, -0.08, -0.11], [-0.04, 0.20, 0.05]],
  "nbo_charge": [-0.607, -0.414, 0.469, 0.215, 0.199, 0.201, -0.598, 0.209, 0.100, 0.208, 0.201, -0.226, 0.210, 0.206, -0.621, -0.726, 0.209, 0.207, 0.198, 0.210, 0.149]
}

=====

Entry 2:
{
  "formula": "C7H9N2O3S",
  "method": "ωB97M-V/def2-TZVPD",
  "charge": -1,
  "smiles": "CS[C@@]1(C)C([O-])=NC(=O)C(=O)N1C",
  "relative_energy_kcal_mol": 0.0,
  "homo_lumo_gap_ha": 0.295,
  "elements": ["O", "H", "H", "C", "C", "N", "N", "S", "H", "C", "C", "C", "C", "H", "H", "C", "H", "H", "H", "H", "O", "O"],
  "xyz": [[0.98404, 2.87182, -0.91157], [0.35014, -2.18273, -1.75178], [-0.36957, 1.29842, 3.08533], [0.31333, 0.50402, -0.58920], [0.10145, 1.38608, 2.05816], [0.93000, -0.78829, -0.26620], [2.52103, 1.66162, 0.17620], [-0.96533, 0.97114, 0.59916], [0.37240, 2.36066, 1.86697], [-0.20458, 0.60605, -2.01447], [1.36137, 1.80151, -0.48233], [0.14869, -1.92606, -0.63349], [2.17003, -0.84067, 0.34441], [-1.27755, 0.53713, -2.13213], [0.32788, -0.03940, -2.69652], [2.93438, 0.45825, 0.63369], [-0.93341, -1.87131, -0.65572], [-0.14621, 1.71946, -2.28814], [0.50558, -2.78620, -0.07808], [1.00616, 0.64185, 1.88288], [2.70661, -1.90421, 0.60613], [4.00459, 0.37573, 1.22997]],
  "atomic_forces_ev_per_a": [[-0.63, 0.20, -0.52], [-0.02, 0.24, 1.56], [0.31, -0.27, -1.50], [1.76, 1.72, -0.06], [0.38, -3.66, -0.21], [-0.37, 2.24, 0.16], [-0.45, -0.40, -0.39], [-0.95, -0.29, 0.89], [1.10, 2.11, -0.05], [-0.82, 2.23, -0.11], [0.57, -1.44, 0.94], [1.33, -1.78, -2.56], [-0.28, -1.43, -0.33], [-0.47, -1.04, 0.18], [0.13, -0.04, -0.21], [0.98, 1.50, -0.23], [-0.10, 0.76, 0.89], [0.66, -1.57, 0.20], [-0.16, -0.11, 0.19], [-1.90, 1.80, 1.21], [-0.43, -0.02, -0.08], [-0.63, -0.77, 0.05]],
  "nbo_charge": [-0.662, 0.170, 0.220, -0.094, -0.722, -0.471, -0.664, 0.158, 0.216, -0.670, 0.660, -0.416, 0.575, 0.206, 0.215, 0.530, 0.214, 0.273, 0.233, 0.232, -0.606, -0.600]
}

=====

Entry 3:
{
  "formula": "C41H52BiN5O3SSi2",
  "method": "ωB97M-V/def2-TZVPD",
  "relative_energy_kcal_mol": 13.5,
  "homo_lumo_gap_ha": 0.298,
  "elements": ["C", "H", "H", "H", "Si", "C", "C", "C", "C", "C", "H", "N", "C", "C", "H", "H", "C", "H", "O", "C", "H", "C", "H", "C", "H", "H", "C", "H", "C", "C", "C", "C", "H", "H", "N", "C", "C", "H", "C", "H", "H", "H", "C", "C", "C", "C", "H", "C", "H", "N", "C", "H", "C", "H", "H", "H", "H", "C", "C", "H", "H", "H", "C", "O", "C", "H", "H", "C", "H", "H", "H", "C", "H", "H", "H", "C", "O", "N", "H", "S", "H", "C", "H", "H", "N", "H", "C", "H", "C", "Bi", "C", "H", "H", "H", "H", "H", "Si", "H", "C", "H", "H", "C", "H", "H", "C"],
  "xyz": [[-1.94767, -4.52000, -2.15146], [-3.30310, 2.60324, 4.69440], [-2.61362, -0.23018, 3.45044], [-4.70555, 0.93386, 3.65465], [4.08005, -2.00958, -1.49105], [5.37313, -4.80288, 2.04222], [-4.60789, 1.33506, 2.65299], [3.61914, -3.19648, -2.87961], [5.53969, -0.99210, -2.09201], [-5.60901, 2.14540, 2.13414], [-4.53135, 1.88635, 6.71342], [-1.25442, 4.32482, 0.34226], [6.27794, -4.48708, 1.03604], [-3.49009, 1.01066, 1.88859], [0.80805, 4.67721, -2.11951], [-2.11923, -2.26830, 0.34426], [-1.18587, 5.29660, -2.35429], [-0.22637, -3.81684, 1.62490], [1.54071, 2.32234, -1.74858], [-4.39238, 2.32350, 0.07242], [-0.06323, 1.54382, -4.04959], [-1.55999, 1.44043, 5.13839], [5.66683, -5.45409, 2.85672], [0.05585, -1.71522, -4.76786], [-1.81291, 5.99554, -1.79377], [0.65604, -0.93798, -6.67152], [-2.94190, 0.63207, 7.42465], [-0.79899, 5.84510, -3.21111], [-1.08234, -3.80403, -2.95708], [1.90375, -1.73462, 2.64456], [4.09211, -4.27561, 2.00142], [0.26845, -1.73098, -3.38554], [2.13018, -0.67629, 2.48652], [-2.56742, 1.22085, -0.05540], [0.93523, 3.59397, 0.08304], [-5.49419, 2.65700, 0.84933], [-3.53536, 1.50568, 6.52362], [-0.77106, -2.27800, -5.18574], [0.75488, -4.15610, 1.28251], [-2.26510, -0.74592, 1.78574], [3.39792, -4.52413, 2.80005], [3.41989, -2.65718, -3.80914], [5.88850, -3.64529, 0.00627], [4.59829, -3.10607, -0.04510], [-0.78787, 1.93626, 3.95365], [-1.97908, 4.09083, -2.81034], [-6.27217, 3.29817, 0.45262], [-0.62383, -2.55642, -2.52986], [2.47200, 0.45884, -5.70307], [-1.03391, 1.44991, -2.18237], [-2.34035, -3.97645, -0.93789], [2.65642, -2.13147, 3.33154], [0.98557, 2.85584, -2.74169], [5.26337, -0.43006, -2.98778], [2.85391, 0.45124, -3.28015], [-2.00945, 2.76073, -4.47596], [-0.66101, 3.88875, -4.51453], [-2.84596, 1.91008, 5.38973], [1.29085, -0.95843, -2.83926], [-2.92267, 4.45797, -3.22231], [-1.16219, 2.89111, 3.58377], [-4.29897, 2.69027, -0.94361], [-3.40247, 1.49213, 0.57953], [1.39886, 3.86584, -3.35886], [3.68308, -3.42507, 0.96860], [-1.46472, 3.47343, 0.84889], [0.75025, 3.02758, 0.89995], [-0.12687, 4.25107, -0.40466], [-2.05215, 4.76161, -0.08579], [7.27981, -4.89878, 1.05545], [0.92827, -1.79158, 3.13509], [-0.98212, 0.54371, 6.03493], [-0.74498, -4.20758, -3.90247], [-3.01512, -4.50227, -0.27595], [-1.07697, 0.46804, -2.41362], [-0.35023, 2.20845, -3.23534], [-0.67428, 1.86236, 1.34611], [-0.99535, -2.03891, -1.35503], [0.01485, 0.16265, 5.83979], [-0.73290, 0.86031, 2.46037], [-0.46632, 1.50844, -1.34056], [-2.41424, 0.11714, 2.43564], [6.60315, -3.40446, -0.77500], [6.38442, -1.63703, -2.35208], [-0.02286, 4.89548, -1.55555], [-2.31526, -5.48766, -2.46917], [0.84583, -0.94624, -5.60534], [0.60645, -4.74479, 0.37321], [-1.66785, 0.14285, 7.17250], [1.95280, -0.65221, -0.69997], [2.06945, -0.17578, -3.69376], [4.43010, -3.90866, -3.05947], [-1.19733, -0.53650, 7.87192], [-2.21739, 3.44435, -1.95911], [2.71768, -3.76166, -2.62613], [1.49143, 3.10757, -0.62619], [1.92421, -2.70509, 1.00457], [-6.48255, 2.36928, 2.73381], [1.85954, -0.16578, -5.06476], [-3.46657, 0.33888, 8.32497], [5.87543, -0.27811, -1.33684], [-1.83471, -2.73548, -0.59349], [1.16967, -4.81665, 2.04803], [0.26891, 2.04205, 4.20168], [-1.26322, 3.26131, -3.85354]],
  "atomic_forces_ev_per_a": [[-0.03, 0.00, -0.01], [0.03, 0.04, 0.04], [-0.02, -0.04, -0.05], [0.00, 0.00, -0.02], [0.31, -0.35, -0.10], [-0.03, 0.02, -0.01], [-0.02, -0.02, -0.03], [-0.17, 0.11, -0.10], [-0.01, 0.11, 0.08], [0.03, -0.01, 0.03], [0.02, 0.01, 0.00], [-0.30, 0.16, -0.14], [-0.04, -0.01, -0.02], [0.01, 0.05, -0.05], [0.09, 0.62, 0.08], [0.00, -0.06, -0.01], [0.22, -0.05, 0.45], [0.05, -0.01, -0.03], [0.43, -1.31, -1.87], [0.03, -0.05, -0.01], [0.18, -0.16, -0.03], [0.11, 0.00, 0.09], [0.00, 0.00, -0.01], [-0.07, 0.03, 0.03], [0.07, 0.03, 0.08], [0.00, 0.00, 0.02], [-0.01, -0.03, -0.02], [0.05, 0.02, 0.01], [0.07, -0.01, -0.01], [-0.04, 0.08, -0.03], [-0.05, -0.01, 0.02], [0.00, -0.05, 0.07], [0.02, -0.03, 0.05], [-0.06, 0.00, 0.00], [-1.28, 1.68, 1.75], [-0.02, 0.01, 0.01], [0.02, 0.01, 0.02], [0.04, -0.04, 0.00], [-0.25, 0.06, -0.39], [-0.01, -0.03, 0.05], [0.04, -0.01, -0.01], [0.00, -0.05, 0.02], [0.01, 0.01, -0.01], [0.04, 0.13, 0.09], [-0.13, -0.20, -0.05], [-0.50, 0.36, -0.22], [0.03, -0.03, -0.01], [-0.10, -0.01, 0.00], [0.00, -0.01, 0.01], [0.16, 0.15, 0.06], [-0.02, -0.03, -0.02], [-0.05, -0.04, -0.04], [-0.02, -0.85, -1.30], [0.01, -0.02, 0.03], [-0.03, 0.00, -0.02], [0.02, -0.11, 0.07], [-0.08, -0.01, 0.01], [0.03, 0.04, 0.03], [0.05, 0.09, 0.02], [-0.08, -0.01, 0.02], [-0.04, -0.03, -0.03], [-0.03, -0.02, 0.03], [-0.04, -0.02, 0.00], [0.40, -0.60, -0.25], [0.01, -0.01, -0.19], [0.07, 0.00, 0.19], [-0.16, 0.24, -0.08], [0.74, 0.03, 0.92], [0.00, 0.01, -0.05], [-0.01, 0.02, 0.01], [0.00, 0.02, -0.04], [-0.01, -0.05, -0.08], [0.00, 0.01, 0.02], [0.00, 0.03, 0.00], [0.02, -0.11, 0.00], [0.32, 0.06, 0.07], [0.02, -0.53, 0.21], [-0.05, 0.05, -0.01], [0.00, 0.04, 0.05], [-0.26, 0.01, 0.34], [0.02, -0.13, 0.03], [0.09, 0.19, -0.16], [0.00, -0.01, 0.04], [-0.04, 0.01, -0.01], [-0.62, 0.54, 0.40], [0.02, -0.01, 0.02], [0.01, 0.05, -0.01], [0.00, 0.00, 0.05], [0.03, 0.01, -0.01], [-0.07, 0.04, 0.01], [-0.01, -0.04, -0.02], [0.01, 0.04, 0.07], [-0.02, 0.00, -0.02], [-0.09, 0.09, -0.13], [0.04, -0.01, 0.01], [0.64, 0.12, -0.22], [0.28, -0.20, 0.57], [0.02, 0.02, 0.00], [-0.03, -0.08, 0.02], [-0.01, -0.01, -0.03], [0.00, -0.02, -0.03], [0.08, 0.04, -0.04], [0.05, 0.06, -0.01], [0.00, 0.12, -0.02], [-0.14, -0.15, -0.24]],
  "mulliken_charge": [-0.682, 0.581, 0.607, 0.556, 0.590, -0.760, -0.366, -1.011, -1.248, -0.745, 0.400, -0.397, -0.704, 0.215, 0.477, -0.221, -1.449, 0.287, -0.367, -0.695, -0.209, 0.194, 0.390, -0.574, 0.364, 0.369, -0.420, 0.505, -1.023, -1.244, -0.624, 0.876, 0.274, 0.553, -0.473, -0.528, -0.679, 0.522, -1.204, -1.231, 0.291, 0.305, -0.644, 0.533, -1.294, 0.519, 0.414, 0.057, 0.462, -0.158, -0.824, 0.603, -0.062, 0.317, 0.466, 0.543, 0.363, -0.226, 0.420, 0.515, 0.447, 0.518, 0.083, -0.852, 0.346, 0.158, 0.366, 0.381, 0.392, 0.393, 0.150, -0.378, 0.504, 0.454, 0.066, 1.472, -0.936, 0.448, 0.422, 1.020, -0.081, 0.439, 0.272, 0.357, -0.189, 0.413, -0.949, 0.249, -0.687, 0.345, -0.771, 0.499, 0.392, -0.634, 0.214, 0.318, 0.649, 0.391, -0.953, 0.399, 0.375, 0.193, 0.452, 0.674, -1.331]
}

=====

Entry 4:
{
  "formula": "C29H32N6O4S",
  "method": "ωB97M-V/def2-TZVPD",
  "smiles": "O=C(CSC1=Nc2ccccc2C2=N[C@@H](CC(=O)N3CCN(c4ccccc4)CC3)C(=O)N12)NC[C@@H]1CCCO1",
  "relative_energy_kcal_mol": 3.4,
  "homo_lumo_gap_ha": 0.306,
  "elements": ["H", "H", "C", "C", "H", "C", "N", "C", "H", "C", "C", "H", "C", "N", "N", "C", "H", "C", "N", "O", "H", "H", "C", "O", "C", "O", "H", "H", "C", "H", "H", "C", "C", "H", "C", "H", "C", "H", "C", "H", "H", "C", "C", "C", "H", "C", "O", "H", "C", "C", "S", "C", "H", "C", "H", "H", "H", "H", "H", "C", "C", "C", "H", "N", "N", "C", "H", "H", "H", "H", "H", "H"],
  "xyz": [[-6.27775, -0.28170, 4.65515], [-4.45799, 0.56704, 2.96642], [-6.02882, -2.16233, 7.44180], [-4.16791, 1.01900, 3.93010], [3.61435, 0.11494, -2.79297], [1.23082, -1.79472, -3.09437], [4.50460, 0.57353, -2.98109], [5.81173, -1.04762, -6.17394], [-1.08523, 1.02428, 4.98142], [5.31776, -0.94209, -4.72920], [4.49992, -1.12439, -6.95524], [-3.11903, 2.48078, 0.86512], [5.21567, 1.02931, -1.93777], [2.01882, 0.03604, -1.79244], [-1.69497, 1.54856, -1.11623], [-5.80609, -0.77551, 5.49080], [5.18509, 1.10842, 0.20190], [-0.60036, 0.97212, -1.42805], [-1.91625, 1.54452, 3.14639], [4.13622, -1.72458, -4.67525], [3.45452, -2.89333, -6.20147], [-2.79867, -1.33971, 6.92211], [-0.37975, -0.23151, -2.18377], [-0.37432, 1.14974, 1.56548], [-1.38385, 1.73351, 1.92593], [6.32021, 1.52477, -2.02042], [2.25778, -2.09528, -3.23348], [-7.66338, -1.52458, 6.21858], [-4.65591, -2.10879, 7.61976], [-6.64766, -2.72100, 8.12702], [6.38397, -1.96653, -6.30241], [-2.07066, 2.74105, 1.01351], [0.14758, 2.72785, -0.21294], [0.40923, -3.39252, -4.23572], [3.55870, -1.82713, -5.96871], [6.01831, -1.37283, -4.00590], [0.95880, -0.64722, -2.34484], [4.13501, -0.12422, -7.18840], [-1.41540, -0.97103, -2.74983], [-5.04564, 1.47215, 4.39201], [-1.99046, 3.73717, 1.45205], [0.19296, -2.50811, -3.65463], [-3.86297, -1.39117, 6.74825], [-3.12774, 2.12096, 3.67552], [-2.88791, 2.60000, 4.63218], [-6.59487, -1.48883, 6.37501], [0.88246, 3.52000, 0.31150], [-2.42788, -0.62889, -2.60448], [1.80403, 1.11618, -1.12248], [-1.12855, -2.10464, -3.48040], [3.08858, 2.01395, -0.37579], [-1.37334, 2.72915, -0.34838], [-3.53539, 2.87097, 3.00202], [-4.42229, -0.71209, 5.66149], [-1.92854, -2.67890, -3.92286], [-4.19874, -2.62288, 8.45270], [5.96068, 1.09070, -4.33211], [6.43000, -0.20105, -6.46105], [-1.68393, 3.61527, -0.91552], [-1.35574, 0.54570, 4.03474], [4.49384, 0.86596, -0.60405], [5.03212, 0.51558, -4.31886], [4.31037, 0.96130, -5.00980], [0.54767, 1.63340, -0.96779], [-3.59797, 0.04796, 4.83344], [-2.39692, -0.54565, 4.28210], [-0.46320, 0.13422, 3.56262], [-1.99838, -1.29143, 4.96703], [2.55919, -1.37755, -5.95716], [4.59904, -1.67958, -7.88512], [-2.62039, -1.04242, 3.32262], [4.10477, -0.14429, -0.49186]],
  "atomic_forces_ev_per_a": [[-0.01, 0.05, -0.08], [-0.05, 0.04, 0.03], [-0.14, -0.04, 0.04], [0.07, 0.29, 0.08], [0.19, 0.16, 0.12], [-0.12, 0.03, 0.02], [-0.20, -0.27, -0.42], [-0.16, -0.11, 0.21], [-0.01, -0.05, -0.02], [0.44, 0.52, 0.01], [-0.06, 0.00, 0.12], [0.00, 0.10, 0.04], [-0.39, -0.12, 0.23], [0.30, 0.35, 0.47], [-0.30, -0.47, -0.23], [0.13, 0.09, -0.18], [-0.05, -0.01, -0.07], [-0.28, 0.44, 0.19], [0.02, -0.15, 0.36], [-0.03, -0.02, 0.23], [-0.03, 0.10, -0.01], [0.09, 0.05, 0.02], [0.48, -0.50, -0.29], [0.09, -0.16, -0.08], [-0.25, 0.24, -0.01], [0.45, 0.19, 0.10], [0.12, -0.01, 0.02], [-0.08, 0.00, -0.01], [0.02, -0.05, -0.01], [-0.05, -0.04, 0.06], [0.05, 0.02, 0.00], [0.43, -0.08, -0.29], [-0.10, 0.77, 0.15], [0.02, -0.08, -0.05], [-0.28, -0.16, -0.33], [-0.05, 0.07, -0.08], [-0.84, -0.14, -0.14], [-0.01, 0.00, -0.04], [0.08, 0.07, 0.04], [0.01, -0.03, -0.05], [-0.11, 0.01, 0.05], [0.06, 0.03, 0.02], [0.05, -0.05, -0.06], [-0.44, -0.01, -0.05], [-0.09, 0.02, -0.09], [-0.06, -0.09, 0.13], [-0.22, 0.08, 0.00], [-0.14, 0.01, 0.00], [0.40, -0.43, -0.24], [-0.16, 0.03, 0.00], [0.65, 0.07, 0.25], [-0.05, 0.11, 0.23], [0.04, 0.00, 0.01], [-0.24, -0.14, 0.21], [-0.07, -0.03, -0.03], [0.04, -0.03, 0.06], [-0.10, -0.02, -0.09], [0.08, 0.02, -0.03], [0.13, 0.00, 0.10], [0.20, -0.44, -0.06], [-0.29, 0.21, -0.07], [0.21, -0.35, -0.02], [0.08, 0.02, -0.07], [0.04, -0.40, -0.44], [0.11, 0.25, -0.10], [0.31, 0.08, 0.02], [-0.10, 0.06, 0.10], [-0.01, 0.03, -0.05], [0.07, -0.07, -0.03], [-0.03, 0.03, -0.05], [0.04, -0.02, 0.06], [0.07, -0.04, 0.06]],
  "nbo_charge": [0.211, 0.176, -0.246, -0.224, 0.436, -0.240, -0.639, -0.428, 0.197, 0.095, -0.437, 0.242, 0.664, -0.586, -0.468, -0.300, 0.255, 0.456, -0.429, -0.545, 0.174, 0.210, -0.189, -0.645, 0.702, -0.632, 0.244, 0.212, -0.187, 0.213, 0.212, -0.501, 0.729, 0.215, -0.073, 0.195, 0.257, 0.205, -0.139, 0.218, 0.242, -0.182, -0.275, -0.214, 0.204, -0.186, -0.551, 0.231, 0.329, -0.230, 0.370, -0.155, 0.216, 0.264, 0.216, 0.213, 0.236, 0.220, 0.236, -0.232, -0.626, -0.251, 0.189, -0.491, -0.470, -0.219, 0.251, 0.218, 0.180, 0.220, 0.181, 0.254]
}